Molecular formula: C30H39CdN3OS
Method: DFT, ωB97M-V with the def2-TZVPD basis set

The geometry in XYZ format:
```
75
Properties=species:S:1:pos:R:3:lowdin_charge:R:1
H -5.898 0.299 1.735 0.062
H 2.395 -3.511 -0.207 0.033
H -2.132 3.061 0.373 0.050
H 3.676 0.936 -0.002 0.061
C -4.281 -3.988 3.650 -0.095
C -0.477 0.041 -1.818 -0.270
C -3.541 -3.242 0.005 -0.232
H 0.372 -0.540 3.493 0.065
H -1.120 3.312 -1.057 0.053
H -5.344 -1.563 3.033 0.095
C 1.926 1.428 1.118 -0.255
H -3.167 -4.901 1.326 0.102
C -4.809 -1.355 0.952 -0.230
C 0.993 0.903 2.016 -0.285
H 2.850 1.211 -4.680 0.088
C 1.280 -0.043 3.121 -0.093
H 3.270 -2.528 -2.460 0.086
H -3.163 -3.793 -2.026 0.072
H -1.827 -2.791 -1.285 0.038
N -1.785 -0.415 -2.219 -0.166
H -4.392 0.776 0.928 0.071
Cd -1.085 -0.273 0.319 1.387
C 2.051 -3.462 0.833 -0.262
C -4.868 -2.051 2.170 -0.050
C 2.683 -1.656 -2.825 -0.186
H -0.946 4.374 0.346 0.067
H 1.762 0.464 3.976 0.069
C -3.627 -3.911 1.224 -0.039
H -0.092 -5.292 2.226 0.037
C -2.907 0.422 -2.500 -0.112
C -4.175 -1.988 -0.130 -0.187
C 3.330 -0.577 -3.478 -0.125
H -1.860 0.424 2.780 0.034
H 3.555 0.120 1.573 0.054
H -5.036 0.222 -1.939 0.088
C -5.252 0.077 0.872 -0.097
H -2.816 1.271 -3.161 0.086
S 0.273 -3.457 0.812 0.632
H -4.504 -5.054 3.551 0.062
C 3.362 1.063 1.045 -0.071
H 4.410 -0.587 -3.641 0.071
C -0.070 -4.212 2.389 -0.264
H -5.815 0.277 -0.051 0.046
H 1.169 3.318 -1.650 0.060
C 0.678 -0.467 -2.680 -0.271
H -2.302 2.065 2.237 0.047
O -0.042 -2.000 1.198 -0.679
N -3.575 -1.215 -1.163 -0.076
C -1.476 1.442 2.605 -0.162
H 2.491 3.880 -0.603 0.064
H 2.335 -4.362 1.384 0.038
C -0.091 2.425 0.613 -0.305
C -4.285 -3.314 2.312 -0.319
C 1.179 0.539 -3.541 -0.082
C -2.625 -3.669 -1.079 -0.153
H -1.032 -3.835 2.757 0.044
C -3.993 -0.081 -1.880 -0.118
H 2.413 -2.549 1.322 0.048
H -5.022 -3.529 4.311 0.060
C -2.230 -1.390 -1.302 -0.302
C -1.119 3.327 0.043 -0.100
H 1.970 -0.837 2.789 0.041
H -1.165 1.831 3.588 0.062
H 0.742 -3.910 3.062 0.052
H 0.485 1.364 -3.778 0.104
H -3.299 -3.898 4.134 0.062
C 2.501 0.456 -3.963 -0.126
C -0.325 1.419 1.644 -0.419
H 2.598 2.305 -1.408 0.056
H 4.007 1.834 1.493 0.066
C 1.258 2.332 0.237 -0.268
H -2.156 -4.626 -0.855 0.032
C 1.909 2.999 -0.910 -0.075
N 1.355 -1.637 -2.624 0.085
H -0.463 1.149 -1.833 0.050
```

Values from the calculation:
Kohn-Sham gap (alpha / beta) ... 0.0679 / 0.0685 Ha
Total charge ... -2
E ... -53650.5483 eV


Molecular formula: C30H39CoO9PSSi2Te
Method: DFT, ωB97M-V with the def2-TZVPD basis set

The geometry in XYZ format:
```
84
Properties=species:S:1:pos:R:3:lowdin_charge:R:1
C -0.547 -1.990 1.554 -0.475
O 0.858 0.371 -0.257 -0.271
H 0.814 -2.734 -6.038 0.018
H 5.448 2.608 -0.209 0.028
C 4.030 -3.226 -3.664 -0.200
H 7.045 0.587 -3.530 0.012
C -0.565 -3.369 -1.641 -0.098
H 1.989 -0.191 -5.411 -0.012
C -1.346 -5.626 -1.399 -0.100
O 0.685 -2.519 1.836 -0.101
H -1.162 -6.693 -1.445 0.091
H 5.195 3.917 -1.376 0.022
H 7.434 2.204 -2.928 0.015
H 4.158 -3.648 -6.936 0.013
C 2.775 -0.550 -4.740 -0.576
H -1.617 -1.157 -5.973 0.094
H -1.050 2.636 -4.077 0.106
C 4.470 2.484 -4.107 -0.206
C -1.350 0.815 -5.176 -0.102
C -1.278 0.962 -2.774 -0.115
C -1.211 1.567 -4.018 -0.086
H 5.170 -2.286 -6.443 0.015
Te 2.043 0.012 -2.708 1.366
H 2.685 -2.271 1.930 0.077
H 3.753 -2.004 -7.455 0.016
H -4.106 -2.050 -2.772 0.101
H -1.185 1.554 -1.875 0.093
Si 3.073 -2.364 -5.055 0.409
O -4.009 2.236 1.374 -0.313
H 4.864 1.960 -4.981 0.013
C -0.331 -4.731 -1.710 -0.082
C 1.468 -3.311 -5.380 -0.177
O 0.119 0.981 2.162 -0.080
H 3.816 2.982 -0.769 0.006
H -3.774 -3.414 -0.565 0.109
C -1.527 -0.559 -5.073 -0.103
H 1.660 -4.275 -5.857 0.021
H 0.915 -3.493 -4.458 0.009
O 1.876 2.340 -0.567 -0.054
C 4.139 -2.600 -6.624 -0.204
H -1.317 1.291 -6.148 0.092
H 7.298 0.850 -1.802 0.016
O -1.968 1.579 0.160 -0.341
H 4.616 -0.804 -2.495 -0.024
C 4.127 0.069 -2.061 -0.533
H 0.648 -5.095 -1.999 0.099
H -1.748 -2.240 -3.774 0.099
O 1.288 2.904 2.126 0.010
C -4.485 -1.209 -2.205 -0.089
C 6.876 1.290 -2.709 -0.206
C 1.829 -1.740 1.512 -0.095
C -6.205 0.432 -1.824 -0.086
C -1.489 -0.416 -2.659 -0.336
C -5.445 0.978 -0.802 -0.060
H -6.307 -1.099 -3.322 0.094
H -7.165 0.860 -2.082 0.093
C -2.583 -5.146 -0.993 -0.091
P -1.931 -1.088 -1.007 1.152
C -4.208 0.444 -0.493 -0.240
O -2.959 0.052 1.739 -0.314
C -2.819 -3.783 -0.919 -0.086
C -3.697 -0.660 -1.187 -0.278
H 4.099 -0.059 -0.977 0.010
C -5.719 -0.672 -2.518 -0.091
C 0.821 1.891 1.618 -0.582
O -1.489 -2.726 1.777 -0.016
C 1.215 1.548 0.107 -0.580
C -1.607 -1.167 -3.832 -0.107
H 1.944 -1.648 0.429 0.064
Si 5.018 1.676 -2.480 0.434
H 0.228 -2.659 -1.862 0.080
H 4.057 -4.310 -3.798 0.021
H 3.561 -3.010 -2.701 0.013
C -1.824 -2.881 -1.281 -0.348
S -3.223 1.160 0.817 0.485
H 4.807 3.522 -4.158 0.020
H 5.063 -2.872 -3.623 0.019
Co -0.921 -0.226 0.888 0.339
H -3.367 -5.847 -0.732 0.094
H 1.758 -0.741 1.943 0.075
H 3.379 2.476 -4.166 0.006
C 4.862 2.920 -1.078 -0.176
H -5.789 1.829 -0.229 0.106
H 3.670 0.041 -4.946 -0.025
```

Values from the calculation:
Kohn-Sham gap (alpha / beta) ... 0.2194 / 0.2243 Ha
Total charge ... -2
<S²> ... 0.781
E ... -130974.9131 eV
Multiplicity ... 2
Energy above the lowest of the compared OMol25 structures with the same formula, charge and spin ... 0.0 kJ/mol


Molecular formula: C30H39F4N9O12
Method: DFT, ωB97M-V with the def2-TZVPD basis set

The geometry in XYZ format:
```
94
Properties=species:S:1:pos:R:3:lowdin_charge:R:1
N -1.823 -0.702 20.121 0.152
H 6.229 1.103 24.429 0.067
N 6.753 3.941 23.047 0.159
H 0.385 0.145 19.179 0.123
H -1.084 6.039 20.012 0.094
F 3.953 5.125 23.512 0.045
C 2.714 -2.906 19.838 -0.055
H 0.741 6.139 19.808 0.074
O 3.412 7.153 24.305 0.114
N 3.274 1.597 26.333 0.144
C 4.785 1.098 16.639 -0.300
H 3.388 2.218 19.292 0.138
C 4.751 -0.325 16.926 -0.055
C 3.945 5.739 17.045 -0.042
C -0.107 4.263 20.264 -0.220
H 2.809 6.406 22.451 0.157
C 3.678 6.412 23.151 -0.341
C 4.906 7.027 22.578 -0.072
C -2.119 -0.658 21.223 -0.264
H -1.647 -0.335 23.248 0.084
C -2.527 -0.426 22.610 -0.050
C 3.699 2.982 21.300 -0.091
H 3.088 -1.865 19.584 0.082
H 0.042 3.780 22.929 0.080
H 3.094 6.098 16.508 0.072
C -0.801 1.259 17.730 -0.031
H 6.967 2.654 20.058 0.051
O 2.917 2.550 22.370 0.034
C -1.035 4.710 25.612 -0.560
H 7.829 1.613 24.815 0.094
H -1.372 0.633 17.033 0.150
C 0.661 5.369 24.394 -0.314
O 1.365 1.763 18.416 0.058
H 5.712 6.324 22.311 0.123
H 3.394 -2.637 23.169 0.105
C 7.864 2.392 19.501 -0.073
N 0.740 -2.709 21.562 0.149
C 4.434 8.007 24.619 -0.516
H 7.920 3.190 18.727 0.097
C 5.175 -1.449 23.371 -0.256
H 3.229 3.873 20.889 0.120
H -3.088 -1.303 22.960 0.087
O 2.578 1.084 20.804 0.089
H 3.411 -1.119 22.267 0.073
O 1.444 0.852 22.739 0.171
H 3.234 -1.092 24.083 0.062
O -0.850 3.727 24.737 0.091
H 4.166 4.689 16.911 0.033
H 5.788 -0.627 17.150 0.055
C 0.279 3.930 23.959 -0.043
C 6.860 2.883 23.489 -0.270
C 3.676 6.052 18.496 -0.225
H 3.560 -3.341 20.309 0.061
O -1.807 4.682 26.534 0.161
C 3.722 -1.551 23.262 -0.061
H 2.124 3.782 28.326 0.097
C 1.771 3.400 27.370 -0.047
H 7.495 0.915 23.259 0.067
N 4.852 2.223 16.483 0.154
H 8.737 2.576 20.167 0.097
H -0.350 5.398 18.561 0.067
C 7.102 1.596 24.011 -0.082
C -0.182 5.581 19.595 -0.022
O -0.086 5.639 25.470 0.163
C 0.462 0.644 18.247 -0.307
N 3.556 6.411 19.583 0.143
H 4.770 6.369 16.781 0.074
F 1.058 -0.110 17.300 0.075
H 4.659 3.217 21.751 0.107
O 1.684 3.666 17.327 0.155
H 4.767 7.642 21.704 0.109
H -1.389 1.603 18.594 0.121
H 1.702 5.501 24.651 0.133
H 4.318 -0.673 15.951 0.106
O 5.361 7.920 23.617 0.065
C 2.618 2.400 26.789 -0.280
H 1.656 4.279 26.752 0.066
C 1.560 -2.803 20.771 -0.272
H 0.776 3.006 27.510 0.092
H 1.010 3.193 24.276 0.124
H 4.050 -0.484 17.732 0.053
O 4.544 8.691 25.578 0.187
N 6.316 -1.340 23.308 0.141
O -0.251 2.440 17.027 0.055
N -0.123 3.254 20.815 0.190
N 7.692 0.074 18.371 0.148
H 2.485 -3.419 18.902 0.083
C 3.657 1.873 20.284 -0.207
H -3.202 0.431 22.572 0.087
C 7.751 1.078 18.917 -0.271
F 4.829 1.067 20.254 0.015
C 2.227 1.392 22.058 -0.579
F 0.523 6.389 23.458 0.040
C 1.001 2.722 17.527 -0.554
```

Values from the calculation:
Kohn-Sham gap ... 0.4255 Ha
E ... -80591.7378 eV
Energy above the lowest of the compared OMol25 structures with the same formula, charge and spin ... 0.0 kJ/mol